1.
Density functional theory data (wB97M-V/def2-TZVPD) for a 2-piece molecular cluster, C37H48F6O11S overall at a distorted geometry.

Summary:
F_max: 4.0 eV/Å
lowest unoccupied orbital energy: -1.60 eV
SMILES string: CCCOCc1c(CCC(F)(F)F)c2c(c(COCCOCC)c1S(=O)(=O)C(F)(F)F)C(=O)C(O)=C(CCc1ccccc1)C2=O.COCCOCCOC
HOMO-LUMO gap: 7.384 eV
E: -3263.3981 Ha

The geometry in XYZ format:
```
103
Properties=species:S:1:pos:R:3:forces:R:3
C 4.4730 1.6032 2.1313 1.3 0.1 -0.4
C 4.5903 2.8215 1.1474 -0.7 1.1 0.8
C 3.2371 3.1313 0.3740 2.2 -1.4 0.8
O 3.4266 4.4094 -0.2410 -1.4 -0.5 0.3
C 2.2653 4.9296 -0.9090 0.3 0.1 -1.4
C 1.0597 3.9481 -1.0540 -1.1 -0.4 0.4
C -0.0488 4.1262 -0.0848 -0.7 -1.7 -0.9
C -0.0375 5.2613 0.9850 0.8 0.4 -0.5
C 1.0312 5.1044 2.1310 -0.1 0.3 0.3
C 0.7086 3.9623 3.1584 0.1 2.3 0.3
F -0.4208 4.3728 3.8544 1.1 -1.3 -0.9
F 0.5383 2.7361 2.6009 0.1 1.2 1.1
F 1.7092 3.9525 4.1208 -1.0 -0.8 -1.3
C -1.2012 3.2297 -0.1667 1.1 -0.4 -1.4
C -1.2519 2.1674 -1.2024 1.2 1.5 0.5
C -0.1601 2.0012 -2.1595 -0.3 0.5 0.6
C -0.2905 0.8929 -3.2529 0.3 0.6 -1.1
O 0.5539 -0.2555 -3.0883 -0.4 1.1 1.2
C 1.1601 -0.3487 -1.8045 1.2 -1.8 0.3
C 1.9007 -1.7872 -1.7552 -0.9 0.7 0.1
O 1.6237 -2.4934 -2.9676 1.5 -0.3 0.8
C 2.7942 -3.0422 -3.5743 0.0 -1.3 -1.5
C 2.4893 -4.4990 -4.1390 -0.7 0.3 -0.2
C 1.0181 2.9003 -2.1017 -2.4 1.0 2.3
S 2.4005 2.8197 -3.2696 3.0 -2.4 -0.8
O 3.7142 3.0055 -2.6696 -1.9 1.0 0.4
O 2.4266 1.6229 -4.0970 -1.6 1.3 0.6
C 2.1748 4.2762 -4.4648 -0.7 0.2 -0.2
F 1.1469 5.0593 -4.0127 1.1 -0.5 -0.7
F 1.8390 3.7864 -5.6905 0.7 1.0 1.5
F 3.3227 4.9865 -4.4981 -1.5 -0.7 -0.3
C -2.5456 1.2759 -1.2290 -0.2 0.9 0.4
O -2.5483 0.0975 -1.4577 0.1 0.5 -0.1
C -3.8611 2.0596 -0.8734 0.6 1.0 0.6
O -5.0555 1.7456 -1.5290 1.3 0.2 0.0
C -3.8177 3.0407 0.0739 0.2 -0.2 -0.2
C -5.0625 3.8945 0.4566 0.9 0.4 0.0
C -5.7051 3.5323 1.8481 -0.7 -0.4 -0.7
C -6.4087 2.1215 1.8215 0.3 -0.1 0.6
C -5.8924 1.1400 2.7859 -2.1 -0.7 -1.8
C -6.5008 -0.1816 2.8119 -0.5 2.0 -1.2
C -7.6070 -0.4671 1.9008 0.9 0.8 0.2
C -8.1081 0.5110 0.9541 1.6 1.1 1.0
C -7.5053 1.8576 0.9045 0.7 -2.3 1.7
C -2.4532 3.3438 0.7798 -0.4 -0.8 -1.4
O -2.3878 3.6030 1.9536 0.0 0.2 -0.5
H 4.2852 0.6593 1.5599 -0.2 0.7 0.7
H 3.7683 1.7677 2.9861 0.3 -0.2 -1.0
H 5.4917 1.4757 2.6033 -1.0 0.0 -0.4
H 5.4706 2.7632 0.4542 -1.0 -0.2 0.5
H 4.7781 3.7371 1.7857 -0.1 -0.8 -0.6
H 2.4349 3.0912 1.1514 0.4 0.1 -0.9
H 3.1346 2.2850 -0.3668 -0.3 1.0 0.5
H 2.5914 5.1973 -1.9577 -0.2 -0.2 1.1
H 1.9912 5.9035 -0.4270 0.0 -1.0 -0.4
H 0.2327 6.2102 0.4358 -0.3 -0.9 0.6
H -1.0282 5.4619 1.4593 0.8 -0.6 -0.6
H 0.9832 6.0538 2.7391 0.0 -1.0 -0.5
H 2.0938 5.0605 1.7627 -1.1 -0.3 0.3
H -1.3412 0.5409 -3.4214 0.9 0.5 0.6
H 0.0228 1.3752 -4.2274 -0.3 -0.5 1.0
H 0.4305 -0.3661 -0.9505 0.4 0.5 -0.9
H 1.9922 0.4002 -1.6466 -1.1 -0.4 -0.1
H 1.4569 -2.3761 -0.9019 0.7 0.5 -0.7
H 3.0021 -1.6117 -1.5900 -1.1 -0.4 -0.2
H 3.0511 -2.4207 -4.4798 0.1 -0.3 1.1
H 3.6710 -3.1542 -2.8880 -0.8 0.5 -0.3
H 2.1286 -4.4576 -5.2068 0.4 0.0 1.1
H 1.6389 -4.9535 -3.5603 0.9 0.4 -0.3
H 3.3799 -5.1741 -4.1040 -0.7 0.6 0.1
H -5.1852 2.4341 -2.2079 0.0 -0.5 0.3
H -5.7764 3.8462 -0.4054 0.4 -0.1 1.0
H -4.7103 4.9679 0.5077 -0.3 -1.0 0.0
H -6.4771 4.3271 2.0633 0.8 -0.8 -0.1
H -4.9004 3.5720 2.6276 -0.9 -0.1 -0.7
H -5.0594 1.4241 3.4710 -0.8 -0.3 -0.7
H -6.1079 -0.9196 3.5423 -0.5 0.4 -0.8
H -8.0355 -1.4999 1.9468 0.3 1.2 -0.2
H -8.9327 0.2637 0.2485 0.7 0.1 0.8
H -7.8742 2.6376 0.1942 0.4 -0.8 0.8
C 3.6084 -7.4137 3.4929 -0.2 -0.1 -0.1
O 2.3359 -7.1989 2.9181 0.2 0.2 -0.1
C 1.7381 -5.9861 3.3584 -0.2 -0.4 -0.2
C 0.8115 -5.4264 2.2914 0.1 0.2 0.1
O 1.4972 -4.7823 1.2205 0.0 -0.2 0.0
C 2.1847 -5.6312 0.3032 -0.1 0.2 -0.1
C 1.2594 -6.4127 -0.6152 0.2 -0.3 0.3
O 0.6881 -7.5189 0.0711 -0.2 0.2 0.1
C -0.5673 -7.8932 -0.4592 0.3 0.0 0.1
H 3.5267 -7.5376 4.5775 0.1 0.1 0.1
H 4.0252 -8.3237 3.0612 -0.1 0.0 0.0
H 4.2832 -6.5832 3.2579 0.0 0.0 0.1
H 2.5064 -5.2402 3.5963 0.0 0.0 0.0
H 1.1611 -6.2113 4.2629 0.0 0.2 0.1
H 0.2055 -4.6435 2.7558 0.1 0.0 0.0
H 0.1188 -6.1823 1.9202 0.2 -0.2 0.0
H 2.8867 -6.2856 0.8213 -0.2 -0.2 0.0
H 2.7804 -4.9576 -0.3195 -0.1 0.1 0.0
H 1.8307 -6.8066 -1.4642 0.0 0.2 -0.1
H 0.4762 -5.7429 -0.9894 0.0 0.0 0.0
H -1.2684 -7.0525 -0.4190 0.0 0.0 -0.1
H -0.9652 -8.7035 0.1506 0.1 0.0 0.0
H -0.4590 -8.2428 -1.4915 -0.1 0.0 -0.1
```
Forces are in eV/Å.

Here are the Löwdin charges for atoms 1 to 8, given in e: number 1, C, carries -0.113; number 2, C, carries -0.207; number 3, C, carries -0.231; number 4, O, carries -0.143; number 5, C, carries -0.149; number 6, C, carries -0.068; number 7, C, carries -0.053; number 8, C, carries -0.109


2.
Density functional theory data (wB97M-V/def2-TZVPD) for an isolated molecule of CHN3O3S at a distorted geometry.

Summary:
F_max: 4.0 eV/Å
lowest unoccupied orbital energy (alpha / beta): -1.72 / -1.72 eV
HOMO-LUMO gap (alpha / beta): 8.545 / 8.546 eV
energy relative to the best compared isomer or geometry (same formula, charge and spin): 209.87 kcal per mole
E: -826.5817 Ha

The geometry in XYZ format:
```
9
Properties=species:S:1:pos:R:3:forces:R:3
C 0.8327 2.0209 -0.4456 -0.5 1.1 -0.4
N 0.3961 2.3982 -1.4306 0.3 0.9 -1.0
N -0.2767 0.2337 0.4027 0.1 0.7 -0.7
N 3.4662 -0.1657 -0.6587 0.6 -0.3 1.5
O 3.1505 -1.3156 -0.6112 1.2 1.6 -1.5
O 4.4251 0.4829 -1.0401 -3.5 -1.7 0.9
O 2.4873 0.5077 0.5296 0.8 0.7 0.4
S 0.8849 1.0356 0.9295 1.3 -1.6 -0.8
H -0.6183 -0.6151 0.7405 -0.4 -1.3 1.4
```
Forces are in eV/Å.

Here are the Löwdin charges for atoms 1 to 8, given in e: number 1, C, carries -0.436; number 2, N, carries 0.147; number 3, N, carries -0.275; number 4, N, carries -0.278; number 5, O, carries 0.146; number 6, O, carries 0.154; number 7, O, carries -0.421; number 8, S, carries 0.961


3.
Density functional theory data (wB97M-V/def2-TZVPD) for a 2-piece molecular cluster, C2H6N2OS overall at a distorted geometry.

Summary:
F_max: 3.4 eV/Å
lowest unoccupied orbital energy: -0.18 eV
HOMO-LUMO gap: 8.244 eV
energy relative to the best compared isomer or geometry (same formula, charge and spin): 81.92 kcal per mole
E: -662.6363 Ha

The geometry in XYZ format:
```
12
Properties=species:S:1:pos:R:3:forces:R:3
C -0.0440 -2.0686 0.5255 -1.9 0.5 0.3
C 0.1398 1.5549 -0.9596 0.4 -1.9 -0.2
N -0.2264 0.3611 -1.1109 0.3 -0.9 0.0
N -0.2862 0.0316 1.9066 -0.6 0.3 0.3
O 0.6950 1.9372 0.1588 0.4 3.3 -0.4
S -1.1449 -1.1667 1.3773 3.1 -1.2 -0.5
H 0.7893 -1.6967 -0.0482 0.3 0.5 0.7
H -0.3152 -3.0679 0.2816 -0.7 -0.6 -0.1
H 0.1856 2.3532 -1.6425 -0.3 1.0 -1.3
H -0.3832 -0.0844 -2.0090 -0.4 1.1 -0.1
H -0.8694 0.6332 2.4803 -0.3 0.1 -0.1
H 0.7882 1.2679 0.7975 -0.3 -2.2 1.5
```
Forces are in eV/Å.

Here are the Löwdin charges for atoms 1 to 8, given in e: number 1, C, carries -0.354; number 2, C, carries -0.370; number 3, N, carries 0.071; number 4, N, carries -0.412; number 5, O, carries 0.047; number 6, S, carries 0.862; number 7, H, carries 0.008; number 8, H, carries -0.019


- Number 2 is which compound?
  CHN3O3S